ORCA calculation (ωB97M-V/def2-TZVPD) on a 12-piece molecular cluster, C28H74F4NO13S11 overall.

Calculated values
- E_HOMO (hartree) = -0.182
- charge = -1
- LUMO (eV) = 1.806
- total energy (eV) = -188395.5008

Cartesian coordinates (Å):
C1 2.86204 -0.70447 3.09410
C2 3.37362 0.75195 2.98726
C3 4.33501 1.01213 1.82330
F1 5.19874 -0.08057 1.62420
N1 3.59305 1.34644 0.63731
C4 3.19649 0.20733 -0.16915
C5 1.76082 0.33520 -0.76049
O1 1.29493 -0.77835 -1.11402
O2 1.21834 1.45264 -0.79393
C6 4.20776 -0.15024 -1.27296
F2 4.82038 -1.33446 -1.02061
F3 5.20135 0.76228 -1.38365
F4 3.67836 -0.26691 -2.49927
H1 1.90939 -0.76331 2.57240
H2 2.76624 -0.98942 4.13328
H3 3.52362 -1.41973 2.61242
H4 3.77749 1.12208 3.92309
H5 2.50096 1.35980 2.77507
H6 4.96166 1.86327 2.06595
H7 4.02568 2.07847 0.09820
H8 3.13500 -0.65545 0.48191
C7 -0.93120 -0.00679 -4.74244
S1 -1.99952 0.43786 -3.36672
O3 -3.30647 0.88763 -3.95071
C8 -1.08449 1.88714 -2.88692
H9 -1.34435 -0.89350 -5.22251
H10 -0.89287 0.81656 -5.45696
H11 0.06481 -0.22566 -4.35655
H12 -1.03476 2.59637 -3.71634
H13 -0.08217 1.59105 -2.56262
H14 -1.60587 2.34101 -2.04669
C9 -4.51968 3.42715 -0.42235
S2 -3.51365 4.82924 -0.91189
O4 -2.21544 4.71463 -0.20389
C10 -4.48884 6.06183 -0.03096
H15 -4.05994 2.53107 -0.83409
H16 -4.55628 3.35535 0.66219
H17 -5.52421 3.53812 -0.82665
H18 -4.51790 5.81052 1.02946
H19 -5.49717 6.08985 -0.44491
H20 -4.00912 7.02913 -0.16790
C11 7.68334 3.31589 4.35789
S3 5.97808 3.48871 4.89695
O5 5.12391 3.24687 3.70317
C12 6.01701 5.26779 5.10024
H21 7.85038 2.26785 4.11676
H22 7.84783 3.93115 3.47310
H23 8.35014 3.61942 5.16542
H24 6.29184 5.72046 4.14874
H25 6.72576 5.55068 5.87942
H26 5.01546 5.58600 5.38642
C13 5.92352 -4.56659 4.60619
S4 4.40053 -3.90903 3.90815
O6 3.79133 -3.08020 4.98185
C14 3.50254 -5.46566 3.90235
H27 6.61525 -3.73636 4.73223
H28 5.71401 -5.02479 5.57346
H29 6.35083 -5.29832 3.92013
H30 3.45814 -5.86612 4.91630
H31 4.00118 -6.16830 3.23472
H32 2.49653 -5.26587 3.53354
C15 -7.12853 -0.92913 1.06594
S5 -7.24926 0.59512 0.12252
O7 -6.45949 1.61813 0.85388
C16 -8.98161 0.90753 0.49338
H33 -6.09924 -1.27557 1.00397
H34 -7.39102 -0.73612 2.10613
H35 -7.79365 -1.67658 0.63321
H36 -9.11772 0.97363 1.57300
H37 -9.59119 0.10489 0.07810
H38 -9.25593 1.85219 0.02874
C17 -0.25044 -4.93878 -5.45814
S6 -0.75267 -5.47816 -3.82045
O8 -1.99510 -6.28705 -3.98016
C18 -1.26573 -3.84812 -3.27946
H39 0.05768 -5.81536 -6.02460
H40 -1.09033 -4.45756 -5.96114
H41 0.58831 -4.24785 -5.36799
H42 -2.03489 -3.47140 -3.95463
H43 -0.40275 -3.18094 -3.27291
H44 -1.66729 -3.92673 -2.27130
C19 4.97485 9.20284 1.52526
S7 5.04492 7.77700 2.61586
O9 6.47355 7.35434 2.66689
C20 4.19929 6.63444 1.52138
H45 5.49426 10.02461 2.01385
H46 5.46623 8.96261 0.58264
H47 3.93334 9.47548 1.35577
H48 4.74434 6.56300 0.58040
H49 3.18081 6.98278 1.35033
H50 4.17457 5.65964 2.00805
C21 -4.95450 -5.30603 -7.76929
S8 -3.97633 -3.91802 -8.35838
O10 -2.61571 -4.08615 -7.78629
C22 -4.80688 -2.66735 -7.37106
H51 -4.56567 -6.20895 -8.23509
H52 -4.86141 -5.38227 -6.68581
H53 -5.99600 -5.16254 -8.05799
H54 -4.72827 -2.92608 -6.31509
H55 -5.85189 -2.60040 -7.67317
H56 -4.31520 -1.71443 -7.55394
C23 2.24293 -3.90840 7.60563
S9 0.55456 -4.13936 8.17226
O11 -0.26406 -3.03466 7.61652
C24 0.88012 -3.72760 9.89528
H57 2.27807 -4.06761 6.53161
H58 2.57013 -2.89245 7.82418
H59 2.88538 -4.63454 8.10701
H60 1.29135 -2.71978 9.95526
H61 1.57845 -4.45184 10.31559
H62 -0.06352 -3.77302 10.43529
C25 -0.88504 -3.01904 0.73096
S10 -0.79431 -4.46035 1.79787
O12 0.63091 -4.87932 1.88946
C26 -1.59050 -5.58865 0.64253
H63 -0.39416 -2.18815 1.23268
H64 -0.37392 -3.21464 -0.21167
H65 -1.93308 -2.77235 0.55667
H66 -1.01910 -5.62154 -0.28563
H67 -2.60950 -5.25124 0.45211
H68 -1.61124 -6.57734 1.09679
C27 -3.60632 2.16528 -6.91206
S11 -5.32199 2.43907 -6.47205
O13 -6.14958 1.99054 -7.62895
C28 -5.24704 4.23488 -6.55166
H69 -3.44379 1.09138 -6.95537
H70 -3.40492 2.61693 -7.88486
H71 -2.96913 2.59340 -6.14023
H72 -4.93586 4.54550 -7.54963
H73 -4.54533 4.59769 -5.80044
H74 -6.24240 4.61973 -6.33956

Mulliken atomic charge list, values in e, 4 entries:
1 C -0.801
2 C -0.396
3 C 0.135
4 F -0.411